No. 1
The following is a quantum chemistry calculation of a 2-piece molecular cluster, C5H15NO overall, from OMol25.

Properties
total charge	-1
electronic energy	-8964.02080	eV
highest occupied orbital energy (alpha / beta)	0.96 / -4.98	eV
HOMO-LUMO gap (alpha / beta)	2.83 / 8.68	eV
2S+1	2

Last column: Löwdin spin population.
CARTESIAN COORDINATES (ANGSTROEM)
C  0.97652  1.48248  0.74964  0.091
C  -0.50419  1.70730  0.38521  0.009
N  -1.17532  0.77330  -0.48435  0.003
C  -1.70841  -0.41120  0.15881  0.009
C  -0.70535  -1.50015  0.62560  0.062
C  -0.41853  0.48096  -1.67383  0.103
H  1.08125  1.52506  1.82942  0.012
H  1.31689  0.49332  0.42808  0.030
H  1.67362  2.13465  0.22060  0.036
H  -0.65198  2.69642  -0.05636  0.004
H  -1.06861  1.68686  1.32114  0.002
H  -2.36711  -0.90317  -0.56715  0.004
H  -2.29991  -0.11372  1.02707  0.002
H  -1.20736  -2.24393  1.23733  0.005
H  0.14986  -1.00780  1.07289  0.015
H  -0.26463  -2.01358  -0.23365  0.036
H  -0.81642  -0.41422  -2.17725  0.025
H  0.60749  0.10728  -1.49310  0.068
H  -0.40145  1.33351  -2.35140  0.016
H  2.32239  -2.09567  -0.57117  0.109
H  3.24746  -1.33862  0.30249  0.102
O  2.67902  -2.13204  0.34412  0.257

No. 2
The following is a quantum chemistry calculation of a 2-piece molecular cluster, C5H15NO overall, from OMol25.

Properties
total charge	-1
electronic energy	-8964.01538	eV
highest occupied orbital energy (alpha / beta)	1.12 / -4.73	eV
HOMO-LUMO gap (alpha / beta)	2.61 / 8.32	eV
2S+1	2

Last column: Löwdin spin population.
CARTESIAN COORDINATES (ANGSTROEM)
C  -0.45270  -1.74086  -0.19074  0.022
C  0.50325  -2.73180  0.38579  0.065
C  0.20160  -0.35444  -0.14282  0.129
N  -0.70584  0.76544  -0.24876  0.022
C  -1.32272  1.04802  -1.49256  0.024
C  -1.90357  2.47056  -1.48594  0.042
H  -1.42700  -1.73125  0.31084  0.006
H  -0.77002  -1.96253  -1.21579  0.002
H  1.52892  -2.78105  0.00014  0.021
H  0.65638  -2.67836  1.46534  0.031
H  0.25317  -3.79478  0.20092  0.005
H  0.84529  -0.22538  0.72442  0.060
H  0.86701  -0.26841  -1.01350  0.034
H  -0.90108  1.41430  0.50304  0.058
H  -2.19564  0.37773  -1.69759  0.001
H  -0.64162  0.92343  -2.33821  0.006
H  -2.84332  2.50436  -0.93417  0.004
H  -2.17432  2.84951  -2.47844  0.003
H  -1.21043  3.19492  -1.06334  0.018
H  3.50951  0.67137  1.88856  0.104
H  2.18443  0.33554  2.59183  0.095
O  3.15038  0.48406  2.76232  0.252

No. 3
The following is a quantum chemistry calculation of a 2-piece molecular cluster, C5H15NO overall, from OMol25.

Properties
electronic energy	-8965.00857	eV
highest occupied orbital energy	-9.40	eV
HOMO-LUMO gap	10.10	eV

Last column: Mulliken charge in e.
CARTESIAN COORDINATES (ANGSTROEM)
C  -2.10721  1.18422  -0.30867  -1.353
C  -1.03804  0.66879  0.63974  0.399
C  0.40180  0.94888  0.07194  0.333
C  1.61052  0.34588  0.81530  -1.271
C  0.66767  0.68551  -1.43888  -1.357
N  -1.16680  -0.75393  0.95594  -0.733
H  -1.76157  1.58066  -1.26874  0.265
H  -2.57040  2.13501  0.04119  0.320
H  -3.01355  0.58243  -0.38641  0.387
H  -0.98019  1.29985  1.53846  0.358
H  0.59391  2.03678  0.14227  0.194
H  1.32447  0.07418  1.82852  0.367
H  1.92562  -0.61549  0.34771  0.172
H  2.53255  0.96745  0.86031  0.341
H  -0.21107  0.98344  -2.01761  0.354
H  0.72979  -0.38860  -1.65564  0.299
H  1.57067  1.20504  -1.74571  0.380
H  -0.42205  -1.16774  1.53126  0.317
H  -0.94069  -1.26913  0.09782  0.225
H  1.72949  -3.24064  0.01810  0.322
H  0.14296  -3.43399  -0.15353  0.319
O  0.98213  -3.82857  0.08663  -0.639

No. 4
The following is a quantum chemistry calculation of a 2-piece molecular cluster, C5H15NO overall, from OMol25.

Properties
electronic energy	-8965.33601	eV
highest occupied orbital energy	-9.40	eV
HOMO-LUMO gap	10.31	eV

Last column: Mulliken charge in e.
CARTESIAN COORDINATES (ANGSTROEM)
C  -0.60208  1.16354  2.88986  -1.267
C  0.36341  0.45413  1.88523  0.427
C  0.18412  -1.05928  1.91231  -1.213
N  0.36643  1.05026  0.52962  -0.485
H  -0.67050  0.69080  3.88687  0.347
H  -0.31697  2.19464  3.01287  0.346
H  -1.61751  1.16681  2.43005  0.300
H  1.37624  0.62436  2.21316  0.199
H  1.00676  -1.56792  1.34632  0.289
H  0.24933  -1.41084  3.00551  0.355
H  -0.80358  -1.42797  1.48615  0.273
H  0.57870  2.04350  0.56586  0.218
H  -0.55240  0.92614  0.04430  0.214
C  0.18697  -0.83209  -2.36493  -0.043
O  0.54841  -1.92539  -3.27830  -0.546
C  -0.43086  0.30484  -3.14639  -1.055
H  -0.51503  -1.21380  -1.61980  0.163
H  1.10260  -0.48980  -1.83725  0.285
H  1.23447  -2.40698  -2.85128  0.300
H  -1.30981  -0.05508  -3.65225  0.298
H  -0.69134  1.16564  -2.54132  0.325
H  0.31265  0.60449  -3.91659  0.269

No. 5
The following is a quantum chemistry calculation of a 2-piece molecular cluster, C5H15NO overall, from OMol25.

Properties
electronic energy	-8964.59783	eV
highest occupied orbital energy	-8.42	eV
HOMO-LUMO gap	9.17	eV

Last column: Mulliken charge in e.
CARTESIAN COORDINATES (ANGSTROEM)
C  -2.01360  -2.37295  1.15072  -1.085
C  -0.51268  -2.14750  1.16411  -0.483
N  -0.12287  -0.85879  0.63145  -0.385
C  0.10429  0.68951  -1.22262  -1.656
C  0.15094  -0.76578  -0.80849  0.972
C  1.54051  -1.37643  -1.16760  -1.494
H  -2.42518  -1.62653  1.84159  0.281
H  -2.64066  -2.19167  0.27657  0.313
H  -2.17816  -3.35674  1.61574  0.331
H  0.01345  -2.83743  0.49948  0.305
H  -0.19222  -2.33649  2.18468  0.310
H  -0.60700  0.00692  0.81538  0.233
H  0.75410  0.83308  -2.09491  0.395
H  0.67606  1.26545  -0.48677  0.428
H  -0.75580  1.31145  -1.47521  0.342
H  -0.45348  -1.45427  -1.42238  0.101
H  2.12586  -0.61167  -1.68795  0.374
H  1.71854  -2.24977  -1.79612  0.373
H  2.16745  -1.50015  -0.27015  0.344
H  1.10474  7.53504  0.05174  0.318
H  0.55603  6.60764  1.21251  0.321
O  0.98968  7.43708  0.98824  -0.639

No. 6
The following is a quantum chemistry calculation of a 2-piece molecular cluster, C5H15NO overall, from OMol25.

Properties
electronic energy	-8964.57180	eV
highest occupied orbital energy	-8.11	eV
HOMO-LUMO gap	8.92	eV

Last column: Mulliken charge in e.
CARTESIAN COORDINATES (ANGSTROEM)
C  0.73707  -0.03356  1.34829  -0.334
N  -0.10382  0.42742  0.28621  0.113
C  -1.57458  0.52451  0.58264  -0.316
C  -1.84232  1.43904  1.78580  -1.208
C  0.14998  -0.00882  -1.07008  -1.328
C  2.11169  -0.50587  0.88559  -1.251
H  0.98960  0.81003  2.05401  0.217
H  0.24931  -0.77894  1.96513  0.367
H  -2.02613  0.95453  -0.36415  0.324
H  -2.11036  -0.47871  0.87190  0.209
H  -1.54242  0.93697  2.75068  0.272
H  -2.89140  1.67208  1.91402  0.402
H  -1.30893  2.41429  1.77722  0.324
H  1.02485  0.38918  -1.66978  0.318
H  0.17132  -1.10906  -0.99320  0.465
H  -0.66187  0.32000  -1.74238  0.376
H  2.55354  -1.15019  1.63490  0.362
H  2.77497  0.24715  0.59571  0.344
H  2.00877  -1.12320  -0.02631  0.342
H  0.17290  -1.34474  -4.86789  0.313
H  0.63506  -1.59120  -3.44835  0.335
O  0.48277  -2.01090  -4.26996  -0.649

No. 7
The following is a quantum chemistry calculation of a 2-piece molecular cluster, C5H15NO overall, from OMol25.

Properties
electronic energy	-8965.49673	eV
highest occupied orbital energy	-9.04	eV
HOMO-LUMO gap	9.93	eV

Last column: Mulliken charge in e.
CARTESIAN COORDINATES (ANGSTROEM)
C  1.86973  -0.76922  -0.20248  -0.669
C  1.37019  0.47605  -0.92237  -0.176
C  2.42475  1.00580  -1.88417  -1.389
N  0.82743  -1.42373  0.60942  -0.565
H  2.26337  -1.47951  -0.93668  0.332
H  2.69585  -0.50108  0.45584  0.310
H  1.11691  1.24697  -0.19429  0.302
H  0.45612  0.22722  -1.45757  0.303
H  3.35256  1.25091  -1.35710  0.341
H  2.66131  0.27371  -2.64880  0.360
H  2.06859  1.90934  -2.37839  0.358
H  -0.27220  -0.43887  0.89656  0.436
H  0.30184  -2.12559  0.11443  0.281
H  1.13732  -1.72002  1.51778  0.241
C  -2.27848  -0.30341  1.07367  -0.105
O  -1.00347  0.26001  1.08383  -0.586
C  -3.33536  0.78117  1.02905  -1.203
H  -2.44245  -0.92714  1.95818  0.240
H  -2.41719  -0.94343  0.18502  0.245
H  -4.34483  0.35469  1.00157  0.354
H  -3.18776  1.41656  0.15492  0.300
H  -3.26422  1.42954  1.90158  0.289

No. 8
The following is a quantum chemistry calculation of a 2-piece molecular cluster, C5H15NO overall, from OMol25.

Properties
electronic energy	-8964.83013	eV
highest occupied orbital energy	-8.05	eV
HOMO-LUMO gap	8.79	eV

Last column: Mulliken charge in e.
CARTESIAN COORDINATES (ANGSTROEM)
C  -1.16877  0.88352  1.39306  -1.092
N  -0.07138  1.06674  0.48347  -0.081
C  1.02896  1.64946  1.20799  -0.924
C  0.33421  -1.41796  0.59734  -1.307
C  0.33314  -0.17001  -0.26962  0.376
C  1.64923  0.04033  -1.06636  -1.534
H  -2.00629  0.28341  1.03723  0.335
H  -1.48846  1.81951  1.84329  0.366
H  -0.92476  0.28419  2.31240  0.345
H  0.69294  2.31918  1.99914  0.354
H  1.74283  0.92282  1.63508  0.280
H  1.65824  2.30766  0.58858  0.266
H  0.82366  -2.14060  -0.08284  0.445
H  0.91023  -1.45710  1.51280  0.253
H  -0.68362  -1.78209  0.71962  0.401
H  -0.52051  -0.24682  -0.95091  0.343
H  1.44607  -0.44317  -2.01862  0.395
H  2.45529  -0.34844  -0.45017  0.358
H  1.82495  1.09426  -1.25583  0.421
H  -2.10945  -2.02985  -2.86659  0.305
H  -3.21184  -1.34898  -3.59525  0.307
O  -2.71467  -1.28606  -2.77382  -0.613

No. 9
The following is a quantum chemistry calculation of a 2-piece molecular cluster, C5H15NO overall, from OMol25.

Properties
electronic energy	-8964.19179	eV
highest occupied orbital energy	-8.15	eV
HOMO-LUMO gap	8.97	eV

Last column: Mulliken charge in e.
CARTESIAN COORDINATES (ANGSTROEM)
C  0.43821  0.12833  -1.18123  -0.602
C  1.13632  -0.30040  0.09072  -0.586
N  0.17894  -0.43528  1.31822  0.012
C  0.03577  0.92483  1.91703  -0.548
C  -0.86244  1.96987  1.21376  -1.047
C  -1.04010  -1.14120  1.42075  -0.939
H  1.12247  -0.06739  -2.11024  0.204
H  0.23913  1.21220  -1.04684  0.077
H  -0.43851  -0.46884  -1.22905  0.323
H  1.43395  -1.38911  -0.11157  0.275
H  1.93839  0.31082  0.55054  0.331
H  -0.44131  0.77832  2.93085  0.343
H  1.09450  1.31792  2.06037  0.259
H  -1.95104  1.76379  1.07521  0.249
H  -0.99711  2.81772  1.85496  0.413
H  -0.41980  2.33563  0.28672  0.300
H  -1.30458  -1.10878  2.52200  0.287
H  -1.87832  -0.72598  0.89833  0.367
H  -0.94721  -2.21290  1.02258  0.272
H  0.39838  -1.30750  -4.27471  0.329
H  1.61220  -2.24128  -4.56292  0.322
O  0.65214  -2.16076  -4.64545  -0.643

No. 10
The following is a quantum chemistry calculation of a 3-piece molecular cluster, C5H15NO overall, from OMol25.

Properties
electronic energy	-8960.61451	eV
highest occupied orbital energy	-9.41	eV
HOMO-LUMO gap	7.33	eV

Last column: Mulliken charge in e.
CARTESIAN COORDINATES (ANGSTROEM)
C  -0.63035  -2.22813  -0.13315  -1.301
C  0.75959  -1.59904  -0.18664  -0.016
C  0.82918  -0.39269  -1.12674  -0.989
C  -0.38309  0.57765  -1.15907  -0.321
C  -0.66717  1.47255  0.06310  -1.168
N  0.32512  2.58285  0.13102  -0.532
H  -0.59675  -3.19733  0.41751  0.355
H  -1.07623  -2.42830  -1.12337  0.348
H  -1.33005  -1.61126  0.42586  0.277
H  0.96725  -1.26227  0.85514  0.112
H  1.51704  -2.34382  -0.45778  0.378
H  0.95256  -0.76990  -2.15355  0.329
H  1.74273  0.20892  -0.88279  0.308
H  -1.24873  -0.06175  -1.30309  0.314
H  -0.27784  1.22057  -2.02749  0.446
H  -0.64897  0.94066  1.01196  0.820
H  -1.68917  1.88905  -0.09739  0.295
H  -0.08592  3.47700  -0.06218  0.205
H  0.74484  2.58384  1.05764  0.210
H  0.12959  0.34898  3.07912  0.266
H  0.94437  0.73508  1.32174  0.295
O  -0.27801  -0.14262  2.35017  -0.632

No. 11
The following is a quantum chemistry calculation of a 2-piece molecular cluster, C5H15NO overall, from OMol25.

Properties
electronic energy	-8962.90121	eV
highest occupied orbital energy	-7.98	eV
HOMO-LUMO gap	8.80	eV

Last column: Mulliken charge in e.
CARTESIAN COORDINATES (ANGSTROEM)
C  2.11827  -1.50085  -0.83064  -1.044
C  0.75824  -1.99433  -0.43259  -0.444
N  0.13385  -1.06844  0.73193  -0.380
C  1.49336  0.89897  1.41060  -1.270
C  0.40293  0.44322  0.52042  0.608
C  -0.93480  1.10834  0.92942  -1.373
H  2.84769  -1.33605  -0.02878  0.280
H  1.92809  -0.76210  -1.60448  0.323
H  2.65590  -2.47509  -1.11526  0.321
H  0.09747  -1.90848  -1.24253  0.232
H  0.91853  -2.96293  0.12910  0.378
H  -0.20441  -1.76909  1.36109  0.193
H  1.64245  2.02990  1.58467  0.333
H  1.61407  0.25655  2.28748  0.366
H  2.49046  0.61030  0.93928  0.260
H  0.47110  0.59569  -0.52768  0.256
H  -0.81466  2.29356  0.91698  0.291
H  -1.89805  0.93810  0.44134  0.362
H  -1.07082  1.00106  2.03219  0.307
H  -4.59314  2.56261  -2.28831  0.314
H  -4.88103  1.21956  -2.91259  0.301
O  -5.17549  1.81952  -2.30163  -0.616